The following is a quantum chemistry calculation of the molecule C25H26N4O2S in a non-equilibrium geometry, from the Open Molecules 2025 dataset.

Results
F_max   1.12 eV/A
Net charge   0
ΔE to the lowest compared entry with this formula, charge and spin   0.0 kJ/mol
Spin multiplicity   1
HOMO-LUMO gap   7.83 eV
Electronic energy   -1735.94929 Eh

Each line ends with the Löwdin charge.
CARTESIAN COORDINATES (ANGSTROEM)
C  -8.638  -1.064  -0.978  -0.09
O  -7.491  -1.385  -0.233  -0.07
C  -6.409  -0.564  -0.324  -0.20
C  -6.335  0.581  -1.100  -0.01
C  -5.184  1.352  -1.125  -0.03
C  -4.078  0.988  -0.371  -0.17
C  -2.845  1.763  -0.365  -0.34
C  -2.596  2.906  -1.064  -0.36
S  -0.994  3.485  -0.769  1.04
C  -0.769  2.102  0.316  -0.58
N  0.364  1.956  1.043  -0.12
C  0.585  0.678  1.689  -0.13
C  1.348  -0.271  0.758  -0.14
N  2.595  0.366  0.386  -0.10
C  3.656  -0.429  -0.040  -0.17
C  3.491  -1.715  -0.504  0.04
C  4.603  -2.452  -0.955  -0.33
C  4.406  -3.838  -1.487  -0.04
N  5.818  -1.972  -0.967  0.14
C  6.033  -0.740  -0.463  -0.22
C  7.360  -0.264  -0.430  -0.02
C  7.652  0.945  0.138  -0.08
C  6.635  1.713  0.719  -0.08
C  5.334  1.289  0.679  -0.04
C  4.990  0.076  0.054  -0.09
C  2.354  1.614  -0.315  -0.13
C  1.600  2.570  0.614  -0.16
N  -1.794  1.331  0.401  0.10
C  -4.147  -0.167  0.415  0.04
C  -5.287  -0.942  0.449  -0.19
O  -5.439  -2.079  1.186  -0.06
C  -4.360  -2.501  1.980  -0.09
H  -9.052  -0.093  -0.684  0.10
H  -8.432  -1.058  -2.054  0.10
H  -9.362  -1.846  -0.755  0.09
H  -7.179  0.889  -1.697  0.10
H  -5.162  2.237  -1.740  0.10
H  -3.230  3.451  -1.730  0.06
H  -0.384  0.257  1.955  0.11
H  1.174  0.857  2.593  0.13
H  1.564  -1.200  1.286  0.13
H  0.715  -0.490  -0.118  0.13
H  2.512  -2.163  -0.577  0.11
H  5.360  -4.239  -1.816  0.08
H  3.992  -4.482  -0.712  0.08
H  3.711  -3.827  -2.325  0.08
H  8.128  -0.894  -0.851  0.11
H  8.670  1.304  0.164  0.10
H  6.884  2.642  1.211  0.10
H  4.564  1.868  1.167  0.10
H  3.297  2.051  -0.641  0.12
H  1.731  1.434  -1.208  0.14
H  1.389  3.513  0.109  0.09
H  2.199  2.771  1.508  0.13
H  -3.275  -0.426  0.992  0.10
H  -4.698  -3.410  2.476  0.09
H  -4.098  -1.752  2.736  0.10
H  -3.476  -2.726  1.374  0.10

***

The following is a quantum chemistry calculation of a 2-piece molecular cluster, CH5NO2S overall in a non-equilibrium geometry, from the Open Molecules 2025 dataset.

Results
F_max   3.38 eV/A
Expectation value of S²   2.01
Net charge   0
ΔE to the lowest compared entry with this formula, charge and spin   0.0 kJ/mol
Spin multiplicity   3
HOMO-LUMO gap (alpha / beta)   6.49 / 9.28 eV
Electronic energy   -644.37412 Eh

Each line ends with the Löwdin charge.
CARTESIAN COORDINATES (ANGSTROEM)
C  -0.622  0.000  -1.238  -0.44
N  -1.573  -0.919  -1.571  0.08
O  0.089  -0.043  -0.276  -0.02
O  1.733  0.300  3.033  -0.47
S  2.546  1.180  1.712  0.68
H  -0.243  0.625  -2.101  0.14
H  1.421  0.933  0.927  -0.16
H  -2.259  -0.747  -2.334  0.11
H  0.916  0.190  2.599  -0.07
H  -2.008  -1.519  -0.752  0.16

***

The following is a quantum chemistry calculation of the molecule C6H9N, from the Open Molecules 2025 dataset.

Results
F_max   0.40 eV/A
Net charge   0
ΔE to the lowest compared entry with this formula, charge and spin   271.8 kJ/mol
Spin multiplicity   1
HOMO-LUMO gap   10.08 eV
Electronic energy   -288.67852 Eh

Each line ends with the Löwdin charge.
CARTESIAN COORDINATES (ANGSTROEM)
H  2.183  1.367  1.554  0.05
N  1.287  1.404  1.062  0.13
C  1.186  0.431  0.245  -0.41
C  2.247  -0.628  0.037  -0.05
C  -0.041  0.393  -0.623  -0.21
C  -1.110  1.393  -0.320  0.04
C  -1.458  0.160  -0.160  -0.21
C  -2.489  -0.888  0.010  -0.04
H  3.245  -0.212  0.215  0.07
H  2.092  -1.452  0.744  0.08
H  2.216  -1.052  -0.972  0.07
H  0.193  0.119  -1.661  0.12
H  -1.287  2.453  -0.235  0.10
H  -3.477  -0.431  0.118  0.08
H  -2.294  -1.533  0.873  0.08
H  -2.494  -1.524  -0.885  0.08